Entry 1:
The following is a DFT calculation (wB97M-V/def2-TZVPD) of a molecular structure, C48H49N5O2S2Ti in a non-equilibrium geometry.

Computed properties:
Calculated total energy ... -106906.975 eV
⟨S²⟩ ... 2.0136
Molecular weight ... 839.95 g/mol
Kohn-Sham gap (alpha / beta) ... 6.855 / 6.834 eV
Spin multiplicity ... 3

CARTESIAN COORDINATES (ANGSTROEM)
Ti1 0.093 1.227 0.699
S1 1.109 -0.303 2.436
S2 -1.879 -0.050 1.309
O1 -0.707 1.903 -0.904
O2 -2.179 3.078 0.296
N1 1.959 1.435 -0.129
N2 -0.160 3.266 -3.321
N3 -2.580 -1.440 3.488
N4 0.486 2.847 1.721
N5 -0.024 -1.497 4.544
C1 -3.993 -1.330 3.135
C2 1.290 -1.952 5.006
C3 1.417 4.861 1.192
C4 -3.510 4.444 -4.279
C5 5.199 0.291 -1.570
C6 0.523 -1.476 -1.144
C7 2.463 -0.078 -1.938
C8 -2.236 3.391 -2.045
C9 1.638 -5.649 5.842
C10 2.931 0.737 -0.935
C11 4.304 0.895 -0.686
C12 -2.175 4.092 -4.345
C13 4.899 1.529 0.563
C14 0.536 2.838 -4.477
C15 -5.999 -4.544 2.761
C16 -3.568 3.794 -1.989
C17 -1.161 -1.876 5.374
C18 -1.702 2.798 -0.779
C19 -5.507 -3.341 3.264
C20 1.429 -3.450 4.866
C21 0.991 -0.367 -2.091
C22 -0.037 3.789 2.520
C23 0.249 0.495 -7.462
C24 2.065 2.006 -6.634
C25 4.749 -0.476 -2.636
C26 -4.539 -2.624 2.572
C27 -5.516 -5.039 1.559
C28 -0.232 -0.931 3.326
C29 0.776 1.506 -6.468
C30 1.611 -6.220 4.579
C31 -4.543 -4.326 0.862
C32 1.493 -5.406 3.454
C33 -1.360 1.310 -5.116
C34 0.519 5.040 2.245
C35 1.392 3.503 0.884
C36 2.126 2.719 -0.041
C37 3.386 -0.672 -2.794
C38 -1.519 3.545 -3.237
C39 -1.571 -0.840 2.811
C40 -4.058 -3.128 1.363
C41 1.828 3.328 -4.654
C42 1.545 -4.266 5.982
C43 -2.247 -2.430 4.504
C44 2.601 2.904 -5.719
C45 1.403 -4.030 3.595
C46 5.052 0.502 1.691
C47 -4.224 4.303 -3.093
C48 -0.001 1.909 -5.367
H1 1.684 -7.295 4.468
H2 3.011 -1.290 -3.604
H3 -3.140 -2.645 5.089
H4 0.969 -2.430 -1.433
H5 -5.893 -5.974 1.163
H6 1.568 -3.818 6.971
H7 5.597 0.926 2.539
H8 -1.610 4.242 -5.259
H9 -1.435 0.317 -5.558
H10 0.821 -0.674 -3.120
H11 -0.833 -2.629 6.088
H12 2.846 3.207 -0.697
H13 0.283 5.966 2.746
H14 5.595 -0.378 1.338
H15 -2.170 1.917 -5.532
H16 0.982 0.322 -8.251
H17 -0.801 3.533 3.236
H18 1.476 -5.847 2.465
H19 4.315 2.370 0.937
H20 5.453 -0.925 -3.326
H21 -3.995 4.855 -5.157
H22 -0.680 0.825 -7.935
H23 0.818 -1.295 -0.103
H24 -4.549 -1.069 4.038
H25 2.656 1.674 -7.481
H26 4.079 0.169 2.053
H27 -5.886 -2.954 4.205
H28 5.881 1.931 0.304
H29 -1.557 1.216 -4.044
H30 0.037 -0.469 -6.988
H31 -3.299 -2.572 0.817
H32 1.418 -1.654 6.047
H33 1.729 -6.275 6.721
H34 -6.756 -5.091 3.309
H35 2.048 -1.441 4.424
H36 2.032 5.613 0.715
H37 6.263 0.421 -1.399
H38 0.307 3.087 -2.447
H39 1.314 -3.393 2.719
H40 -1.914 -3.364 4.042
H41 0.398 0.535 -1.940
H42 -1.531 -1.010 5.930
H43 2.205 4.055 -3.943
H44 -0.563 -1.584 -1.161
H45 -4.080 3.683 -1.040
H46 -4.164 -4.706 -0.080
H47 -5.264 4.595 -3.031
H48 3.605 3.289 -5.850
H49 -4.103 -0.514 2.428

Atom charges from the Mulliken analysis, given in e for atoms 1 to 6: number 1, Ti, carries 0.318; number 2, S, carries -0.460; number 3, S, carries -0.396; number 4, O, carries -0.132; number 5, O, carries -0.577; number 6, N, carries 1.638



Entry 2:
The following is a DFT calculation (wB97M-V/def2-TZVPD) of a molecular structure, C48H50BBiCl2N7O8PS.

Computed properties:
Calculated total energy ... -129085.673 eV
Molecular weight ... 1206.71 g/mol
Kohn-Sham gap ... 5.059 eV

CARTESIAN COORDINATES (ANGSTROEM)
Bi1 -2.100 -0.289 -0.148
Cl1 -6.419 1.698 -3.078
Cl2 -4.796 4.139 -3.002
S1 -1.994 -1.478 2.409
P1 -0.059 3.150 -0.456
O1 1.927 1.319 -2.642
O2 1.012 1.919 -0.446
O3 0.485 -0.157 1.643
O4 3.028 0.676 -0.721
O5 -3.186 0.868 -2.135
O6 3.957 0.595 4.672
O7 -4.270 2.226 -0.695
O8 -0.999 1.983 0.620
N1 -4.476 -2.074 -1.075
N2 -6.428 0.428 1.398
N3 -0.510 -1.692 -0.928
N4 0.645 -1.432 2.074
N5 -4.440 -0.469 0.606
N6 1.628 0.876 3.597
N7 -3.122 -1.992 -0.985
C1 2.973 -0.114 5.297
C2 -7.215 -0.218 0.423
C3 -3.231 2.718 3.394
C4 -0.062 -3.940 -1.814
C5 -5.090 0.308 1.397
C6 3.528 0.295 -4.231
C7 4.328 -0.591 -6.825
C8 0.668 -0.747 5.240
C9 -0.437 -2.137 2.455
C10 0.865 -1.540 6.369
C11 0.640 1.011 2.592
C12 2.154 -3.219 2.338
C13 -2.740 2.604 2.101
C14 0.080 4.390 0.861
C15 5.950 -2.129 -5.750
C16 1.886 -1.952 1.926
C17 3.710 0.202 -1.827
C18 0.986 4.178 -1.603
C19 -1.014 -2.919 -1.424
C20 -7.349 -1.758 -1.402
C21 4.873 -0.523 -1.881
C22 -4.014 1.773 -1.815
C23 6.472 0.311 -5.928
C24 -8.706 -1.508 -1.508
C25 5.354 -0.717 -5.694
C26 -0.172 -3.460 2.871
C27 1.094 -3.980 2.857
C28 3.172 -0.896 6.419
C29 -0.723 1.562 2.955
C30 3.056 0.590 -2.977
C31 -2.459 2.303 4.470
C32 -9.319 -0.600 -0.649
C33 4.721 -0.433 -4.327
C34 -1.480 2.053 1.870
C35 -5.132 -1.267 -0.330
C36 -6.587 -1.119 -0.431
C37 5.287 0.367 5.104
C38 5.366 -0.826 -3.151
C39 -1.449 3.111 -1.607
C40 -4.763 2.359 -3.037
C41 1.261 -3.717 -1.730
C42 -2.358 -3.044 -1.475
C43 0.847 -1.497 -0.897
C44 -1.211 1.738 4.244
C45 1.751 -2.433 -1.261
C46 2.105 -1.605 6.970
C47 1.705 -0.001 4.700
C48 -8.573 0.047 0.319
B1 1.940 1.357 -1.255
H1 -6.850 -2.439 -2.080
H2 1.965 -4.491 -2.018
H3 -9.285 -2.002 -2.278
H4 -6.855 1.135 1.968
H5 -2.819 2.426 5.484
H6 6.368 -2.310 -6.743
H7 -4.548 0.894 2.135
H8 -9.036 0.773 0.981
H9 5.383 -0.844 -0.981
H10 2.263 -2.204 7.857
H11 6.917 0.173 -6.918
H12 1.171 -0.514 -0.554
H13 7.260 0.209 -5.177
H14 -1.123 2.526 -2.472
H15 2.546 1.152 3.290
H16 4.776 -0.932 -7.760
H17 0.034 -2.113 6.762
H18 2.811 -2.210 -1.221
H19 4.012 0.445 -6.975
H20 -4.280 2.064 -3.954
H21 6.077 1.328 -5.868
H22 1.141 4.489 1.101
H23 1.998 4.308 -1.208
H24 5.435 0.709 6.130
H25 5.545 -0.692 5.034
H26 1.061 3.712 -2.586
H27 -0.306 -0.739 4.771
H28 1.270 -4.987 3.214
H29 -1.644 4.132 -1.945
H30 -0.255 5.338 0.435
H31 -0.487 4.180 1.760
H32 -2.343 2.660 -1.192
H33 2.975 0.615 -5.104
H34 2.605 -1.287 1.473
H35 -0.454 -4.886 -2.172
H36 4.152 -0.962 6.870
H37 6.289 -1.389 -3.210
H38 6.756 -2.269 -5.028
H39 -0.608 1.460 5.092
H40 -1.023 -4.043 3.192
H41 3.441 -1.200 -6.631
H42 5.184 -2.884 -5.556
H43 -3.305 2.964 1.248
H44 1.042 1.692 1.859
H45 0.538 5.167 -1.727
H46 5.928 0.941 4.442
H47 3.150 -3.622 2.232
H48 -2.859 -3.926 -1.849
H49 -4.205 3.163 3.563
H50 -10.378 -0.390 -0.740

Atom charges from the Mulliken analysis, given in e for atoms 1 to 6: number 1, Bi, carries 0.772; number 2, Cl, carries -0.172; number 3, Cl, carries -0.203; number 4, S, carries -0.462; number 5, P, carries 1.984; number 6, O, carries -0.391



Entry 3:
The following is a DFT calculation (wB97M-V/def2-TZVPD) of a molecular structure, C48H50F3NO9P3S3Ti in a non-equilibrium geometry.

Computed properties:
Calculated total energy ... -162152.972 eV
Total charge ... -1
Molecular weight ... 1078.91 g/mol
Kohn-Sham gap ... 7.129 eV

CARTESIAN COORDINATES (ANGSTROEM)
Ti1 0.240 0.028 -0.273
S1 -1.555 1.492 -2.086
S2 -1.991 -1.199 -1.419
S3 -1.031 0.541 -3.684
P1 2.467 1.576 -0.680
P2 0.979 -2.163 -2.229
P3 -1.164 1.350 1.662
F1 2.441 -1.239 1.215
F2 0.632 -1.218 2.380
F3 1.768 0.603 2.113
O1 -3.148 -2.015 -1.075
O2 1.862 -1.854 -3.516
O3 -2.674 0.762 -1.414
O4 1.043 3.242 1.072
O5 1.319 -0.959 -1.352
O6 -1.922 2.869 -2.337
O7 1.720 -3.470 -1.649
O8 -0.448 -2.449 -2.507
O9 -0.382 1.495 -1.107
N1 -1.125 -1.069 -0.139
C1 -3.636 2.606 1.048
C2 6.026 -1.322 -0.265
C3 -0.314 1.146 4.319
C4 1.104 -4.425 -0.772
C5 0.824 -3.769 0.574
C6 -1.137 -0.383 5.976
C7 -1.709 4.892 3.673
C8 1.603 5.939 2.126
C9 -2.023 -0.894 5.043
C10 0.167 3.841 1.924
C11 3.879 5.560 1.096
C12 0.371 5.117 2.457
C13 -3.625 0.210 1.046
C14 2.372 2.251 -2.384
C15 -4.967 0.211 0.715
C16 4.797 4.808 0.385
C17 3.985 0.544 -0.650
C18 2.024 -1.823 -5.883
C19 -5.657 1.404 0.580
C20 -2.953 1.412 1.263
C21 2.243 6.444 3.431
C22 3.543 -3.257 -4.462
C23 2.122 -2.705 -4.634
C24 2.151 -5.540 -0.656
C25 -2.059 -0.385 3.756
C26 -1.867 3.611 3.184
C27 -4.982 2.602 0.727
C28 2.004 3.198 -4.986
C29 -1.218 0.655 3.378
C30 -0.284 0.643 5.606
C31 2.601 5.086 1.370
C32 4.435 3.568 -0.108
C33 4.680 0.478 0.559
C34 2.254 3.831 0.874
C35 3.157 3.080 0.117
C36 1.190 7.126 1.237
C37 -0.954 3.084 2.280
C38 -0.604 5.633 3.301
C39 5.697 -0.436 0.748
C40 2.540 3.603 -2.680
C41 -0.193 -5.010 -1.331
C42 1.117 -3.846 -4.748
C43 2.369 4.066 -3.971
C44 1.978 1.393 -3.407
C45 4.335 -0.339 -1.665
C46 1.808 1.859 -4.699
C47 1.298 -0.507 1.415
C48 5.351 -1.261 -1.472
H1 -3.079 -0.724 1.042
H2 1.761 0.357 -3.197
H3 -2.684 -1.707 5.312
H4 0.374 1.931 4.038
H5 5.784 5.202 0.190
H6 -3.118 3.552 1.108
H7 -0.966 -4.250 -1.364
H8 0.470 7.760 1.749
H9 4.166 6.545 1.433
H10 1.853 -6.267 0.095
H11 4.266 -2.445 -4.479
H12 -2.748 -0.805 3.042
H13 1.008 -1.450 -5.979
H14 1.551 7.062 3.993
H15 -5.493 3.543 0.568
H16 -2.446 5.309 4.343
H17 3.107 -5.105 -0.380
H18 3.606 -3.761 -3.501
H19 0.116 -3.445 -4.617
H20 -0.514 -5.821 -0.681
H21 5.135 2.980 -0.683
H22 -1.102 -0.784 6.980
H23 -0.498 6.635 3.686
H24 3.801 -0.322 -2.603
H25 0.140 -2.926 0.427
H26 -5.461 -0.727 0.519
H27 0.730 6.759 0.322
H28 2.529 5.599 4.051
H29 2.057 7.725 0.968
H30 0.368 -4.473 1.266
H31 1.753 -3.403 0.999
H32 2.803 4.307 -1.905
H33 1.202 -4.325 -5.722
H34 3.780 -3.951 -5.267
H35 -0.047 -5.393 -2.338
H36 2.292 -2.401 -6.765
H37 6.214 -0.477 1.697
H38 0.420 1.050 6.318
H39 -2.705 3.007 3.501
H40 -6.711 1.405 0.335
H41 2.510 5.118 -4.180
H42 1.298 -4.579 -3.969
H43 2.695 -0.971 -5.805
H44 5.605 -1.955 -2.263
H45 4.400 1.146 1.361
H46 2.262 -6.049 -1.612
H47 3.131 7.035 3.229
H48 1.849 3.571 -5.988
H49 1.474 1.174 -5.462
H50 6.798 -2.064 -0.110

Atom charges from the Mulliken analysis, given in e for atoms 1 to 6: number 1, Ti, carries -1.369; number 2, S, carries 1.715; number 3, S, carries 0.802; number 4, S, carries -0.415; number 5, P, carries 2.541; number 6, P, carries -0.079



Number 1 is which compound?
C48H49N5O2S2Ti



What is the formula in the first record?
C48H49N5O2S2Ti